Here is 8 unconnected molecules or ions with the total composition H16O8 from the Open Molecules 2025 dataset. Energies are from ωB97M-V/def2-TZVPD.

Its max |F| is 2.3 eV/Å. As for the relative energy (zero: lowest compared OMol25 entry of this formula, charge and spin): 251.4 kJ/mol. The structure (SMILES) is O.O.O.O.O.O.O.O. The frontier orbital gap is 10.0 eV. The calculation puts the lowest unoccupied orbital energy at 0.2 eV. Its energy is -16639.4053 eV. For the HOMO energy, the calculation gives -9.83 eV.

Geometry as XYZ:
```
24
Properties=species:S:1:pos:R:3:forces:R:3
O -1.237 2.360 -1.905 -1.144 0.494 -0.893
H -0.604 1.697 -1.623 0.453 -0.099 -0.072
H -1.658 2.014 -2.714 0.422 0.208 0.641
O 0.903 0.603 3.103 -1.055 -0.235 1.181
H 0.126 0.821 3.655 0.359 -0.913 0.170
H 0.918 1.430 2.659 0.863 1.469 -1.141
O -1.787 -0.673 -1.944 0.521 0.007 0.050
H -2.688 -0.388 -2.078 -0.249 -0.057 -0.263
H -1.772 -1.621 -2.082 -0.072 -0.220 -0.042
O 3.689 0.049 2.247 -0.770 0.060 0.804
H 2.913 0.056 2.855 0.681 -0.056 -0.657
H 4.373 0.490 2.761 0.073 -0.035 -0.124
O -3.051 0.955 0.171 -1.911 0.243 -0.446
H -2.272 0.447 0.183 2.175 -0.696 0.543
H -3.443 0.557 -0.619 -0.475 0.633 0.364
O 0.819 -3.123 -0.959 -1.349 -0.102 -0.119
H 1.020 -3.750 -1.661 0.455 0.207 0.239
H 1.603 -2.752 -0.577 0.873 -0.005 -0.097
O -0.266 -0.073 0.732 -0.619 -0.709 -0.987
H 0.261 0.069 1.509 0.424 -0.070 0.979
H -0.274 -1.033 0.595 -0.059 0.220 -0.040
O 1.009 0.952 -1.431 0.191 -0.630 -1.332
H 0.789 0.396 -2.222 0.305 0.588 1.288
H 0.627 0.516 -0.652 -0.091 -0.302 -0.046
```
Positions in Å, forces in eV/Å.

Here is 8 unconnected molecules or ions with the total composition H16O8 from the Open Molecules 2025 dataset. Energies are from ωB97M-V/def2-TZVPD.

Its max |F| is 4.7 eV/Å. As for the relative energy (zero: lowest compared OMol25 entry of this formula, charge and spin): 348.5 kJ/mol. The structure (SMILES) is O.O.O.O.O.O.O.O. The frontier orbital gap is 10.7 eV. The calculation puts the lowest unoccupied orbital energy at 0.2 eV. Its energy is -16638.3987 eV. For the HOMO energy, the calculation gives -10.47 eV.

Geometry as XYZ:
```
24
Properties=species:S:1:pos:R:3:forces:R:3
O 0.103 0.526 -0.054 1.946 -0.201 0.620
H 0.966 0.529 0.466 -1.747 0.029 -1.069
H -0.555 0.875 0.540 -0.211 0.188 0.419
O -1.769 -2.296 -2.445 -0.313 0.397 0.479
H -2.338 -2.232 -1.662 -0.066 0.476 -0.424
H -1.617 -3.228 -2.458 0.458 -0.981 -0.400
O -4.757 3.459 0.830 2.214 -1.810 0.344
H -4.273 2.692 0.394 -1.192 1.634 0.671
H -5.475 3.702 0.282 -1.014 0.166 -1.036
O 2.649 3.999 -0.931 -0.194 0.262 2.884
H 2.347 4.261 -1.784 -0.757 0.597 -0.586
H 2.133 4.445 -0.179 0.957 -0.852 -2.292
O 3.260 -1.035 -1.692 -0.202 0.750 -1.853
H 4.160 -1.195 -1.431 0.660 -0.120 0.517
H 3.385 -0.626 -2.594 -0.482 -0.611 1.448
O -0.318 -2.307 2.613 -2.797 2.459 2.258
H 0.242 -2.880 2.219 2.979 -2.693 -2.434
H -0.589 -2.806 3.390 -0.220 0.262 0.157
O 4.638 -0.257 1.314 1.699 0.133 0.175
H 3.866 -0.579 1.728 -1.784 -0.472 0.329
H 5.285 -0.479 2.007 0.117 0.297 -0.542
O -3.692 -1.549 -0.583 3.903 0.420 0.254
H -3.141 -1.437 0.229 -0.083 -0.048 -1.041
H -4.508 -1.581 -0.199 -3.871 -0.282 1.122
```
Positions in Å, forces in eV/Å.

Here is 9 unconnected molecules or ions with the total composition H16O8 from the Open Molecules 2025 dataset. Energies are from ωB97M-V/def2-TZVPD.

Its max |F| is 2.2 eV/Å. As for the relative energy (zero: lowest compared OMol25 entry of this formula, charge and spin): 1046.6 kJ/mol. The frontier orbital gap is 3.8 eV. The calculation puts the lowest unoccupied orbital energy at -6.4 eV. Its energy is -16631.1629 eV. For the HOMO energy, the calculation gives -10.20 eV.

Geometry as XYZ:
```
24
Properties=species:S:1:pos:R:3:forces:R:3
O 2.627 0.482 -1.890 0.334 -0.877 -0.320
H 2.838 1.188 -1.291 -0.068 0.639 0.276
H 1.673 0.366 -1.876 -0.330 0.334 0.069
O 0.195 -2.125 -0.366 -0.728 -0.284 0.328
H -0.491 -2.536 0.179 0.072 -0.114 -0.177
H -0.275 -1.375 -1.580 0.112 -0.227 -0.212
O -3.150 -0.199 -0.410 0.432 1.175 -0.502
H -2.024 0.765 0.780 0.004 -0.078 -0.923
H -2.866 -0.114 0.510 -0.136 -1.062 1.094
O 1.818 -0.828 0.860 -0.203 0.281 0.210
H 1.087 -1.426 0.409 0.641 0.130 0.167
H 2.351 -0.523 0.117 0.265 -0.201 -0.267
O -0.767 -0.752 -2.187 -1.193 0.536 -0.290
H -2.357 -0.222 -0.993 0.310 -0.622 -0.384
H -0.541 -0.772 -3.123 0.157 -0.288 0.353
O 0.021 1.460 -0.973 0.466 0.193 0.728
H -0.911 1.342 -0.776 -0.117 0.161 -0.314
H 0.458 1.415 -0.099 -0.129 0.417 -0.091
O 1.282 1.641 1.755 -0.508 0.508 0.143
H 0.765 1.356 2.518 0.005 0.447 0.200
H 1.485 0.756 1.427 0.639 -0.924 -0.370
O -0.855 0.111 2.747 -1.343 -0.690 -1.539
H -1.350 0.651 2.093 0.251 1.485 0.807
H -1.015 -0.660 2.169 1.068 -0.940 1.015
```
Positions in Å, forces in eV/Å.

Here is 8 unconnected molecules or ions with the total composition H16O8 from the Open Molecules 2025 dataset. Energies are from ωB97M-V/def2-TZVPD.

Its max |F| is 3.3 eV/Å. As for the relative energy (zero: lowest compared OMol25 entry of this formula, charge and spin): 210.1 kJ/mol. The structure (SMILES) is O.O.O.O.O.O.O.O. The frontier orbital gap is 10.5 eV. The calculation puts the lowest unoccupied orbital energy at -0.1 eV. Its energy is -16639.8332 eV. For the HOMO energy, the calculation gives -10.58 eV.

Geometry as XYZ:
```
24
Properties=species:S:1:pos:R:3:forces:R:3
O 25.559 -5.694 0.371 0.301 -0.615 2.356
H 25.414 -6.396 -0.257 -0.394 -0.533 -0.701
H 25.451 -6.128 1.262 0.371 0.700 -1.298
O 24.081 -1.684 -2.044 -0.244 -0.393 -0.119
H 23.318 -1.837 -2.617 0.032 0.064 0.321
H 23.794 -1.613 -1.126 -0.240 0.063 0.072
O 24.185 -6.581 -1.842 -0.143 -1.597 2.121
H 24.702 -6.948 -2.521 1.256 -1.416 -1.355
H 23.964 -5.802 -2.268 -1.033 2.916 -1.021
O 25.933 -4.678 -3.980 -0.839 0.374 0.055
H 25.953 -4.370 -3.045 0.319 -0.033 -0.339
H 26.467 -5.457 -3.996 0.632 -0.625 -0.133
O 26.180 -2.157 0.832 -0.357 0.656 2.767
H 26.259 -2.548 -0.001 0.441 -1.050 -2.241
H 26.106 -2.906 1.450 0.015 0.558 -0.402
O 25.900 -3.740 -1.518 0.714 -0.192 -0.101
H 25.578 -4.388 -0.887 -0.137 0.072 0.273
H 25.203 -3.117 -1.727 -0.588 0.452 -0.022
O 23.301 -4.253 0.769 -0.417 -0.002 -0.489
H 22.739 -4.556 0.041 -0.045 0.125 0.368
H 24.088 -4.808 0.661 -0.016 0.144 0.009
O 26.126 -0.080 -2.761 -0.579 0.331 -0.047
H 25.323 -0.613 -2.572 0.710 0.487 -0.121
H 25.803 0.834 -2.830 0.242 -0.485 0.045
```
Positions in Å, forces in eV/Å.

Here is 8 unconnected molecules or ions with the total composition H16O8 from the Open Molecules 2025 dataset. Energies are from ωB97M-V/def2-TZVPD.

Its max |F| is 0.4 eV/Å. As for the relative energy (zero: lowest compared OMol25 entry of this formula, charge and spin): 250.3 kJ/mol. The structure (SMILES) is O.O.O.O.O.O.O.O. The frontier orbital gap is 10.2 eV. The calculation puts the lowest unoccupied orbital energy at -0.4 eV. Its energy is -16639.4165 eV. For the HOMO energy, the calculation gives -10.67 eV.

Geometry as XYZ:
```
24
Properties=species:S:1:pos:R:3:forces:R:3
O -3.427 4.851 -39.323 -0.007 0.121 0.062
H -2.701 4.476 -39.827 0.026 0.014 -0.029
H -3.958 4.094 -39.043 0.104 0.109 -0.041
O -7.458 3.822 -39.752 -0.108 0.136 0.031
H -7.747 2.978 -40.117 0.272 0.017 -0.044
H -6.669 3.618 -39.241 0.085 0.119 -0.047
O -9.894 3.024 -43.102 -0.239 0.132 0.010
H -9.426 3.841 -42.908 0.065 0.031 -0.023
H -9.768 2.480 -42.321 0.019 -0.023 0.001
O -6.087 3.023 -36.195 -0.116 -0.031 -0.087
H -6.107 2.622 -35.322 -0.014 0.023 0.064
H -5.668 2.367 -36.757 0.203 0.042 0.104
O -4.608 2.306 -39.044 -0.178 -0.286 0.183
H -3.983 1.783 -39.555 0.036 0.034 -0.100
H -5.245 1.664 -38.716 -0.056 -0.087 -0.125
O -8.855 1.429 -40.268 -0.379 -0.070 0.123
H -9.468 1.989 -39.774 -0.060 0.036 0.035
H -9.089 0.531 -40.015 0.040 -0.066 0.029
O -8.824 6.168 -38.519 -0.072 0.063 -0.030
H -8.563 7.024 -38.867 0.007 0.045 0.011
H -8.340 5.526 -39.054 0.054 -0.199 0.010
O -7.581 1.077 -42.798 0.162 -0.183 0.006
H -7.436 0.135 -42.919 0.023 -0.022 -0.087
H -8.193 1.141 -42.056 0.135 0.045 -0.056
```
Positions in Å, forces in eV/Å.

Here is 8 unconnected molecules or ions with the total composition H16O8 from the Open Molecules 2025 dataset. Energies are from ωB97M-V/def2-TZVPD.

Its max |F| is 2.1 eV/Å. As for the relative energy (zero: lowest compared OMol25 entry of this formula, charge and spin): 216.9 kJ/mol. The structure (SMILES) is O.O.O.O.O.O.O.O. The frontier orbital gap is 10.7 eV. The calculation puts the lowest unoccupied orbital energy at -0.1 eV. Its energy is -16639.7627 eV. For the HOMO energy, the calculation gives -10.78 eV.

Geometry as XYZ:
```
24
Properties=species:S:1:pos:R:3:forces:R:3
O -0.963 1.647 -2.757 -0.772 0.541 -1.278
H -0.373 2.253 -3.224 -0.024 -0.332 0.418
H -0.489 1.156 -2.094 0.642 -0.024 0.722
O 0.191 0.538 -0.578 0.091 0.377 0.734
H -0.109 0.660 0.350 0.265 -0.209 -0.648
H 0.600 -0.332 -0.655 -0.106 -0.198 0.079
O 0.132 -2.191 -0.968 0.408 -0.239 0.244
H 0.664 -2.835 -0.491 0.259 0.038 0.158
H -0.107 -2.634 -1.777 -0.246 -0.186 -0.558
O 2.335 -1.632 1.553 -1.698 0.824 0.253
H 1.427 -1.397 1.884 1.192 -0.626 -0.233
H 2.515 -0.840 1.027 0.375 -0.206 -0.088
O -2.006 -1.572 0.469 0.097 0.123 0.222
H -2.247 -0.678 0.252 -0.719 0.637 -0.082
H -1.197 -1.624 -0.064 0.038 -0.659 0.078
O 2.408 -1.061 -2.469 -0.455 -1.684 -0.175
H 2.715 -0.196 -2.333 0.797 1.857 0.292
H 1.593 -0.941 -2.956 -0.251 -0.022 -0.167
O -1.400 3.572 2.223 -0.645 2.033 0.059
H -1.746 3.579 3.120 0.196 -0.387 -0.160
H -1.016 2.745 2.010 0.335 -1.446 0.126
O -0.837 0.766 2.178 -0.167 -0.111 -0.180
H -1.692 0.317 2.270 0.335 -0.036 -0.031
H -0.400 0.699 3.029 0.052 -0.064 0.217
```
Positions in Å, forces in eV/Å.

Here is 8 unconnected molecules or ions with the total composition H16O8 from the Open Molecules 2025 dataset. Energies are from ωB97M-V/def2-TZVPD.

Its max |F| is 5.7 eV/Å. As for the relative energy (zero: lowest compared OMol25 entry of this formula, charge and spin): 407.6 kJ/mol. The structure (SMILES) is O.O.O.O.O.O.O.O. The frontier orbital gap is 11.2 eV. The calculation puts the lowest unoccupied orbital energy at 0.1 eV. Its energy is -16637.7859 eV. For the HOMO energy, the calculation gives -11.05 eV.

Geometry as XYZ:
```
24
Properties=species:S:1:pos:R:3:forces:R:3
O -0.048 -1.030 0.838 1.904 0.099 0.019
H 0.893 -1.184 0.541 -1.778 0.094 0.719
H -0.335 -1.812 1.297 -0.022 -0.521 0.387
O -0.493 2.966 1.015 2.688 -3.319 -3.821
H -0.922 3.588 1.486 -2.262 3.475 2.180
H -0.312 3.300 0.099 -0.452 -0.112 1.571
O -0.620 -0.422 -1.416 1.016 -2.822 -2.970
H -0.271 -0.550 -2.346 -0.660 -0.269 1.181
H -0.691 0.487 -1.476 -0.404 3.221 0.620
O -4.269 -1.952 1.631 1.738 -2.833 -2.946
H -4.266 -2.953 1.672 -0.303 2.096 0.391
H -4.676 -1.566 2.349 -1.431 0.720 2.561
O -2.122 2.866 -2.120 0.571 1.157 -1.331
H -1.907 2.179 -1.527 -0.046 -1.240 1.337
H -1.296 2.972 -2.625 -0.572 0.155 0.048
O 1.560 -2.753 -1.842 1.542 -1.897 2.104
H 0.855 -2.162 -1.673 -1.601 1.047 0.206
H 1.637 -3.246 -0.957 -0.142 0.818 -2.080
O 2.654 -0.094 -0.702 0.708 -3.101 -1.355
H 2.309 -1.045 -0.854 0.719 2.416 0.155
H 2.088 0.383 -0.136 -1.284 0.785 1.001
O 3.203 0.986 2.151 -0.315 -1.980 -0.568
H 3.956 1.019 2.765 -0.391 -0.416 -0.424
H 3.072 0.024 1.829 0.778 2.429 1.015
```
Positions in Å, forces in eV/Å.

Here is 8 unconnected molecules or ions with the total composition H16O8 from the Open Molecules 2025 dataset. Energies are from ωB97M-V/def2-TZVPD.

Its max |F| is 0.7 eV/Å. As for the relative energy (zero: lowest compared OMol25 entry of this formula, charge and spin): 239.1 kJ/mol. The structure (SMILES) is O.O.O.O.O.O.O.O. The frontier orbital gap is 9.7 eV. The calculation puts the lowest unoccupied orbital energy at -0.3 eV. Its energy is -16639.5325 eV. For the HOMO energy, the calculation gives -9.95 eV.

Geometry as XYZ:
```
24
Properties=species:S:1:pos:R:3:forces:R:3
O -2.850 -0.902 -1.234 -0.330 0.114 0.056
H -2.066 -1.201 -1.694 0.249 -0.201 -0.412
H -2.516 -0.423 -0.476 -0.179 0.037 0.409
O 0.940 3.090 -0.726 -0.056 0.141 0.087
H 0.453 3.676 -0.147 -0.144 0.204 0.268
H 1.834 3.431 -0.716 0.278 0.022 -0.059
O -0.267 1.363 -2.379 -0.244 -0.539 -0.240
H 0.247 1.847 -3.026 0.134 0.229 -0.076
H -0.355 1.967 -1.642 0.087 0.400 -0.081
O -2.290 0.401 1.723 -0.532 -0.009 0.006
H -2.364 1.342 1.559 -0.062 0.215 0.024
H -1.492 0.140 1.265 0.636 -0.177 0.115
O -0.673 -1.292 -3.049 0.120 -0.447 -0.165
H -0.219 -0.468 -2.872 -0.084 0.543 0.243
H -0.206 -1.668 -3.795 -0.037 -0.293 -0.130
O 2.699 -2.103 2.119 -0.204 0.205 -0.082
H 3.192 -1.286 2.049 0.184 0.211 0.036
H 3.370 -2.783 2.191 0.081 -0.284 0.021
O -0.051 -2.176 3.382 -0.384 -0.071 0.085
H 0.411 -2.066 4.213 0.103 0.011 0.156
H 0.557 -1.841 2.723 0.248 -0.057 -0.200
O 0.273 0.229 0.439 -0.161 -0.048 0.271
H 0.167 0.710 -0.381 0.154 -0.036 -0.369
H 1.205 0.015 0.474 0.141 -0.170 0.037
```
Positions in Å, forces in eV/Å.

Here is 8 unconnected molecules or ions with the total composition H16O8 from the Open Molecules 2025 dataset. Energies are from ωB97M-V/def2-TZVPD.

Its max |F| is 1.8 eV/Å. As for the relative energy (zero: lowest compared OMol25 entry of this formula, charge and spin): 355.7 kJ/mol. The structure (SMILES) is O.O.O.O.O.O.O.O. The frontier orbital gap is 10.0 eV. The calculation puts the lowest unoccupied orbital energy at 0.6 eV. Its energy is -16638.3240 eV. For the HOMO energy, the calculation gives -9.42 eV.

Geometry as XYZ:
```
24
Properties=species:S:1:pos:R:3:forces:R:3
O -0.874 -0.603 0.174 1.354 -0.491 -1.030
H 0.046 -0.507 0.444 -0.049 0.044 -0.004
H -1.045 -1.548 0.257 -0.172 0.176 -0.044
O 3.604 -1.008 -1.894 0.015 -0.124 0.023
H 3.435 -1.773 -1.332 -0.147 0.169 -0.269
H 2.765 -0.534 -1.903 0.054 0.016 0.064
O -4.667 1.269 -0.843 -0.306 0.180 0.032
H -4.729 1.829 -1.625 0.122 -0.046 0.073
H -5.573 1.221 -0.517 0.064 0.043 -0.030
O -3.463 -1.320 -0.430 -0.262 -0.606 -0.023
H -4.007 -2.015 -0.817 0.014 0.093 -0.060
H -3.914 -1.098 0.392 0.054 -0.179 -0.143
O 2.394 -2.943 0.474 0.176 0.007 -0.252
H 2.526 -3.754 -0.030 -0.094 -0.034 0.084
H 3.237 -2.482 0.402 -0.016 0.007 0.346
O -2.393 0.182 1.735 -1.196 0.219 1.233
H -2.966 0.329 0.974 0.437 0.326 -0.209
H -2.994 -0.117 2.427 -0.036 0.231 0.191
O 1.711 3.266 -0.525 0.027 0.147 -0.208
H 1.362 3.391 -1.414 -0.043 -0.042 0.111
H 2.568 3.707 -0.545 -0.016 -0.159 0.108
O 4.160 1.517 1.173 0.150 0.003 0.178
H 5.061 1.754 1.419 -0.058 -0.038 -0.068
H 3.756 1.238 2.003 -0.071 0.060 -0.103
```
Positions in Å, forces in eV/Å.